# 1
86
Properties=species:S:1:pos:R:3:forces:R:3 method="wB97M-V/def2-TZVPD" s_squared=3.88 multiplicity=4 e_homo_ev="-9.337 / -9.542" de_lowest_kj_mol=57.54 total_energy_ev=-232681.466 orbital_gap_ha="0.235 / 0.242" charge=+1
Cr -0.176513 0.178252 0.377219 -0.61 -0.06 0.23
C 3.054429 0.629646 1.623346 0.26 0.21 0.51
O 2.174896 0.300401 0.566426 -0.27 -0.20 -0.49
C 2.731900 -0.038847 -0.634845 0.02 0.03 -0.23
C 4.081594 -0.134993 -0.873464 -0.30 -0.05 -0.11
C 4.517386 -0.523582 -2.146606 0.19 -0.08 -0.21
Br 6.388697 -0.673493 -2.450990 -0.29 0.04 0.01
C 3.633539 -0.808317 -3.151361 -0.07 0.02 0.08
C 2.242761 -0.711608 -2.931884 0.40 0.45 1.42
C 1.763003 -0.299617 -1.648821 1.15 -0.24 -0.59
O 0.502870 -0.185694 -1.371203 -0.57 0.08 -0.18
C 1.304298 -1.078447 -3.934070 -0.88 -0.18 -0.38
N -0.030326 -0.939407 -3.804750 0.67 0.03 0.02
C -0.663110 -1.460366 -4.903782 0.21 -0.41 -0.87
C -2.004084 -1.571835 -5.226387 0.10 0.00 0.02
C -2.304430 -2.160340 -6.440290 -0.08 0.12 0.23
C -1.304253 -2.625065 -7.293838 0.10 -0.02 -0.04
C 0.038554 -2.521386 -6.976905 -0.05 0.02 0.00
C 0.346945 -1.927993 -5.764193 -0.95 0.10 0.07
N 1.543771 -1.668788 -5.130918 0.18 0.35 0.65
H 3.685743 -0.221683 1.885939 -0.04 -0.03 -0.05
H 2.429485 0.881273 2.478397 0.09 -0.04 -0.11
H 3.678191 1.484769 1.351067 -0.04 -0.02 -0.04
H 4.814234 0.066587 -0.110301 0.01 0.03 0.10
H 4.007128 -1.099305 -4.119311 0.12 -0.05 -0.11
H -0.453933 -0.540599 -2.972063 0.25 -0.02 0.10
H -2.760152 -1.218620 -4.544447 -0.18 0.03 0.01
H -3.338682 -2.260021 -6.727533 -0.09 -0.05 -0.07
H -1.595622 -3.080879 -8.225204 0.02 -0.07 -0.15
H 0.801899 -2.887787 -7.643885 0.09 -0.04 -0.08
H 2.451772 -1.890162 -5.502234 0.06 0.01 0.13
Cl -3.678623 -2.180582 0.602531 -0.19 -0.33 -0.09
C -3.354081 -0.886361 1.690722 0.17 0.33 0.25
C -3.754388 -1.026185 3.005913 -0.01 -0.02 -0.11
C -3.544841 0.006432 3.904650 0.16 0.17 -0.05
C -2.959597 1.183352 3.467659 -0.22 -0.03 0.17
C -2.567429 1.316582 2.150336 -0.15 -0.04 -0.31
C -2.715219 0.272333 1.219975 -0.51 0.14 0.75
C -2.182168 0.401384 -0.128588 0.18 0.18 -0.52
H -4.245591 -1.935337 3.318725 0.00 -0.08 0.00
H -3.843763 -0.107906 4.933546 -0.05 -0.01 0.13
H -2.814862 1.998232 4.162054 0.01 0.08 0.03
H -2.151441 2.260081 1.806851 0.08 -0.07 -0.03
H -2.343101 1.405982 -0.532120 0.29 -0.03 0.06
H -2.607596 -0.324221 -0.817709 0.26 -0.14 -0.03
C -0.474362 -4.650963 1.617237 0.23 0.72 -0.14
Si 0.106281 -3.095413 0.668984 0.35 -0.49 -0.51
C 2.010357 -3.245775 0.426800 -0.89 -0.08 -0.03
C -0.811828 -3.195227 -0.994110 0.44 0.08 0.54
N -0.162903 -1.509764 1.362079 -0.26 -0.46 -1.20
C -0.062271 -1.206960 2.685216 0.22 0.53 0.78
C -0.074559 -2.130108 3.744767 -0.04 0.06 -0.11
C 0.051810 -1.717247 5.054759 0.04 0.08 0.03
C 0.205286 -0.376873 5.370379 0.02 0.14 0.05
C 0.215093 0.555418 4.347790 0.05 0.17 -0.04
C 0.075214 0.151779 3.036805 0.06 -0.41 -0.09
H -0.558709 -5.474820 0.914481 0.03 -0.08 -0.25
H -1.447710 -4.524910 2.079234 -0.22 0.08 0.09
H 0.233193 -4.957938 2.380916 0.12 -0.02 0.16
H 2.303819 -4.278513 0.273327 0.05 -0.28 -0.04
H 2.542807 -2.883414 1.302117 0.03 0.10 0.20
H 2.355643 -2.683871 -0.437024 0.03 0.13 -0.13
H -0.477444 -4.060821 -1.554035 0.18 -0.28 -0.12
H -0.648097 -2.319235 -1.605425 0.03 0.23 -0.14
H -1.877092 -3.301834 -0.829999 -0.10 -0.03 0.04
H -0.195484 -3.176128 3.537522 -0.03 -0.20 -0.06
H 0.034255 -2.451044 5.847186 0.00 -0.09 0.04
H 0.321322 -0.057946 6.391969 -0.01 0.03 0.17
H 0.334999 1.605116 4.577450 -0.02 0.10 0.04
H 0.072084 0.911229 2.239385 0.14 0.29 0.63
C -1.206695 5.559722 -1.303274 -0.23 -0.21 -0.69
N -0.691798 5.612469 0.034308 0.39 -0.33 0.64
C -0.795002 6.676263 0.885903 0.09 0.34 0.57
C -0.182690 6.332686 2.042716 -0.28 0.48 -0.19
N 0.293952 5.060027 1.888974 -0.34 0.10 -0.71
C 1.007593 4.318029 2.887208 0.29 -0.45 0.41
C -0.023723 4.615792 0.652470 0.04 -0.43 0.06
Se 0.483835 3.003222 -0.107942 0.16 -0.25 -0.23
H -1.470159 6.563374 -1.626433 0.03 0.01 0.06
H -2.093369 4.924613 -1.344094 0.07 0.02 -0.02
H -0.446766 5.147423 -1.967347 -0.09 0.03 0.03
H -1.282151 7.587501 0.608341 -0.09 0.15 -0.07
H -0.040775 6.887827 2.946736 0.00 0.10 0.14
H 1.445291 5.008181 3.605324 -0.03 0.03 -0.05
H 1.800029 3.742300 2.408104 -0.09 0.01 0.04
H 0.331435 3.639953 3.413543 0.08 0.00 -0.07

# 2
90
Properties=species:S:1:pos:R:3:forces:R:3 method="wB97M-V/def2-TZVPD" multiplicity=1 e_homo_ev=-9.943 de_lowest_kj_mol=85.28 total_energy_ev=-103997.233 orbital_gap_ha=0.213 charge=+1
Ti -0.305233 -0.254249 0.278429 -0.29 -0.72 0.68
O -0.586458 5.150335 4.336797 -0.39 0.10 -0.05
C 0.222661 4.220181 4.311877 0.36 0.35 0.02
O 1.039282 3.792788 5.139586 0.07 -0.29 0.17
C 0.270288 3.464277 2.967825 -0.05 -0.28 -0.21
C -0.598444 3.741448 1.926563 -0.03 0.00 0.07
C -0.609525 2.958657 0.784102 0.00 -0.02 0.13
N 0.198640 1.884516 0.657926 0.20 0.29 -0.12
C 1.171505 1.736450 1.595610 0.06 0.10 -0.18
C 1.231793 2.490658 2.742164 0.00 -0.16 0.14
C 2.209502 0.753500 1.218554 -0.03 0.28 0.06
C 3.447637 0.680937 1.834964 0.03 0.00 -0.25
C 4.409727 -0.140912 1.272658 -0.02 0.00 0.00
C 4.111422 -0.849531 0.118128 -0.09 0.04 -0.01
C 2.830680 -0.776866 -0.392176 0.06 -0.02 -0.11
N 1.886874 -0.006206 0.160041 0.00 -0.21 0.13
C -1.403706 3.456186 -0.370419 0.00 -0.03 0.15
C -2.604893 4.128603 -0.160815 -0.03 -0.01 -0.04
C -3.214641 4.753703 -1.232212 0.02 0.00 -0.02
C -2.598994 4.701360 -2.473816 0.01 0.01 0.02
C -1.402561 4.013357 -2.580050 -0.06 -0.07 -0.03
N -0.812701 3.395102 -1.559164 0.00 -0.13 -0.13
H -1.238941 4.606874 2.034797 0.01 0.01 0.01
H 1.972738 2.347635 3.515857 0.06 -0.02 0.04
H 3.664102 1.294078 2.696128 0.01 0.01 0.02
H 5.391980 -0.208880 1.719094 0.03 0.00 0.00
H 4.844555 -1.473686 -0.368991 0.03 -0.02 -0.01
H 2.537820 -1.364486 -1.251935 0.02 0.02 0.10
H -3.032328 4.183171 0.829737 -0.05 -0.02 0.02
H -4.141668 5.293230 -1.097301 -0.04 0.02 0.01
H -3.022083 5.197747 -3.334458 -0.02 0.01 -0.03
H -0.887366 3.956881 -3.530527 0.05 0.00 -0.07
C 0.507810 -4.592160 -1.510955 -0.01 0.00 0.00
C 0.118067 -3.731353 -0.321000 -0.08 -0.06 0.21
C -0.051675 -4.594983 0.933137 -0.06 -0.01 -0.03
O 1.081848 -2.712965 -0.114983 0.05 -0.09 -0.14
C -1.224879 -3.014670 -0.501449 0.11 0.08 0.23
O -2.187718 -3.449894 -1.070950 0.06 -0.01 -0.07
O -1.259362 -1.842936 0.159511 -0.10 0.02 -0.51
H 1.216742 -5.352447 -1.186047 0.06 -0.01 0.00
H 0.981051 -3.989764 -2.282640 -0.02 0.01 0.02
H -0.363953 -5.088193 -1.931073 -0.05 -0.03 0.01
H 0.904187 -5.050011 1.189058 0.05 -0.02 0.00
H -0.776228 -5.385363 0.741824 0.00 -0.01 0.00
H -0.397738 -4.005198 1.782062 -0.03 0.04 0.02
H 1.507604 -2.806857 0.769332 0.01 0.09 -0.05
C 1.909380 -2.881751 5.032108 0.02 0.00 0.00
N 1.001969 -2.003157 4.293247 0.01 -0.02 0.03
C 0.015493 -1.322231 4.931797 0.00 0.04 0.00
C -0.860999 -0.528047 4.277583 0.07 -0.05 -0.11
C -0.657348 -0.437067 2.879151 -0.13 0.21 -0.04
O -1.339549 0.262345 2.054253 -0.17 -0.06 -0.07
N 0.336205 -1.076221 2.259206 0.08 -0.13 -0.03
C 1.174948 -1.917867 2.918500 0.04 0.21 0.04
O 2.057786 -2.568754 2.368375 0.09 -0.10 -0.09
H 1.809908 -2.660798 6.091280 0.02 -0.04 -0.01
H 2.929920 -2.697307 4.708290 -0.01 -0.02 0.03
H 1.660262 -3.924629 4.842095 0.04 0.01 0.01
H -0.015539 -1.455267 6.003665 -0.02 0.01 0.03
H -1.628829 0.030884 4.781507 -0.06 0.05 0.03
C -4.257755 -0.813559 -1.065333 0.01 0.01 -0.07
S -3.374767 -0.141652 0.320187 0.48 0.10 -0.18
C -4.383876 1.271828 0.670156 -0.03 0.03 -0.06
O -2.106405 0.504471 -0.343896 -0.18 -0.02 0.18
H -5.219034 -1.155760 -0.685822 -0.07 -0.03 -0.02
H -3.690680 -1.672163 -1.429052 -0.01 0.05 0.07
H -4.389512 -0.049248 -1.826913 -0.01 0.03 -0.06
H -5.372648 0.901365 0.932885 -0.07 0.01 0.03
H -4.420959 1.917309 -0.202461 -0.03 0.07 -0.05
H -3.944241 1.787342 1.518693 0.06 0.02 0.06
C 1.250458 1.077096 -2.789020 -0.01 0.01 -0.11
P -0.004676 -0.167865 -2.379770 -0.05 0.46 0.16
C -1.496152 0.472498 -3.196850 0.05 -0.23 -0.17
C 0.369138 -1.597739 -3.427572 0.09 -0.04 0.05
C 1.650538 -1.791077 -3.941120 -0.03 -0.17 0.05
C 1.908124 -2.857794 -4.791486 -0.01 0.07 0.05
C 0.886981 -3.725347 -5.146136 -0.04 -0.01 -0.04
C -0.392249 -3.534224 -4.643865 0.05 0.02 0.01
C -0.649426 -2.482740 -3.780680 0.01 0.02 -0.05
H 2.246144 0.784412 -2.464706 -0.02 0.00 0.02
H 0.963102 1.996682 -2.276680 0.00 0.01 0.03
H 1.257099 1.243860 -3.867056 0.03 -0.01 -0.01
H -1.224146 0.763842 -4.213010 -0.05 0.00 0.01
H -1.902055 1.310286 -2.653673 -0.03 0.23 0.13
H -2.246922 -0.315017 -3.249119 0.00 0.05 0.02
H 2.454535 -1.115380 -3.686816 0.04 0.07 -0.02
H 2.904324 -2.999084 -5.185539 0.04 -0.01 -0.02
H 1.086272 -4.547886 -5.818555 0.01 -0.03 -0.02
H -1.189353 -4.211089 -4.914171 -0.05 -0.04 -0.02
H -1.647581 -2.366163 -3.381483 -0.01 -0.01 0.00